Computed, not measured: a 2-piece molecular cluster, C7H12N2O overall in a non-equilibrium geometry, with wB97M-V/def2-TZVPD.

The geometry in XYZ format:
```
22
Properties=species:S:1:pos:R:3:mulliken_charge:R:1
H 0.69 1.08 -1.31 0.387
C -0.92 -1.08 -0.74 0.916
C -0.58 1.53 0.97 -1.328
H 1.90 1.15 2.19 0.277
H -1.30 1.78 0.22 0.332
C 1.35 1.07 -0.45 -1.533
H 0.06 2.53 0.98 0.310
H 0.97 -2.07 0.46 0.034
H 2.15 0.35 -0.67 0.354
H -1.70 0.77 -1.72 0.531
O -2.11 -0.93 -2.60 -0.159
H 0.77 -0.47 2.65 0.367
N -1.92 -2.23 -2.36 -0.463
H -1.10 1.24 1.81 0.425
C -1.49 -0.23 -1.63 -0.318
C -1.25 -2.35 -1.29 -0.849
H 2.07 -0.53 1.52 0.503
C 0.48 0.33 0.65 0.808
H 1.76 1.97 -0.16 0.506
H -0.94 -3.22 -0.84 0.584
C 1.39 0.14 1.90 -1.342
N -0.28 -0.85 0.44 -0.339
```

Spin multiplicity: 3
HOMO-LUMO gap (alpha / beta): 7.90 / 8.03 eV
ΔE to the lowest compared entry with this formula, charge and spin: 1.802 eV
M: 140.19 g/mol
HOMO energy (alpha / beta): -7.12 / -10.12 eV
<S²>: 2.023

Computed, not measured: C17H18BClN6O2V as an isolated structure in a non-equilibrium geometry, with wB97M-V/def2-TZVPD.

The geometry in XYZ format:
```
46
Properties=species:S:1:pos:R:3:mulliken_charge:R:1
H -2.84 -0.92 1.17 0.378
H -1.61 4.13 -3.17 0.417
O -0.44 1.02 1.16 -0.766
H 3.45 -0.20 -4.12 0.486
H -1.42 2.31 5.71 0.464
C -1.91 -2.78 -2.96 -1.196
H -1.47 2.95 -0.68 0.499
N 1.80 -0.18 -1.32 0.059
Cl 0.07 1.09 7.82 0.041
C 0.15 0.87 6.12 0.469
C 0.25 0.49 3.39 0.349
N 1.89 -0.14 -2.72 -0.170
N -0.72 -1.32 -1.77 0.254
H -2.06 -2.57 -0.72 0.374
C -1.65 -2.30 -1.68 -0.163
H -1.33 1.94 3.23 0.519
C -1.09 -2.07 -3.83 -0.046
N -0.12 1.25 -3.07 -0.163
H -2.60 -3.57 -3.23 0.421
V 0.06 -0.10 -0.39 0.905
O 0.82 -0.80 1.42 -0.645
C -0.53 2.32 -3.78 -0.065
H 0.80 -0.01 -4.72 -0.040
C -1.16 3.19 -2.90 -1.223
C 3.18 -0.18 -3.07 -0.052
H -0.94 -2.12 -4.90 0.491
H 3.25 -0.28 0.23 0.463
C -2.30 -1.72 1.70 -1.120
C 3.96 -0.24 -1.91 -1.199
C -0.71 1.60 5.29 -0.620
H 1.72 -0.61 6.25 0.472
N -0.47 1.40 -1.75 0.177
C 1.06 -0.06 5.58 -0.612
C 3.07 -0.24 -0.84 -0.014
C -0.66 1.41 3.91 -0.278
C 1.09 -0.27 4.20 -0.318
B 0.59 -0.04 -3.55 0.189
C -1.10 2.59 -1.63 -0.055
H -2.23 -1.45 2.76 0.280
N -0.37 -1.19 -3.12 -0.080
H 1.74 -1.02 3.76 0.543
H 5.03 -0.29 -1.87 0.415
H -2.87 -2.65 1.62 0.403
C 0.23 0.23 1.94 1.179
H -0.33 2.35 -4.85 0.469
H -1.29 -1.85 1.29 0.111
```

Spin multiplicity: 4
Total charge: +2
HOMO-LUMO gap (alpha / beta): 6.88 / 3.16 eV
ΔE to the lowest compared entry with this formula, charge and spin: 0.000 eV
M: 435.58 g/mol
HOMO energy (alpha / beta): -14.43 / -14.43 eV
<S²>: 3.785

Computed, not measured: C2F3InMgNO4S2 as an isolated structure in a non-equilibrium geometry, with wB97M-V/def2-TZVPD.

The geometry in XYZ format:
```
14
Properties=species:S:1:pos:R:3:mulliken_charge:R:1
O 0.24 1.42 -0.32 -0.378
S -0.30 0.52 0.77 1.079
S -0.09 -1.48 -1.24 -0.074
C 3.20 -0.46 -0.47 0.460
O 2.94 -0.86 -1.62 -0.400
N 0.01 -1.00 0.50 -0.512
O 3.59 0.59 -0.02 -0.324
In 1.17 0.59 -1.77 1.206
F -2.49 0.73 -0.70 -0.194
Mg 1.62 -2.04 0.43 1.208
F -2.45 2.00 1.04 -0.150
F -2.79 -0.12 1.27 -0.165
C -2.15 0.80 0.58 0.698
O 0.01 0.90 2.14 -0.453
```

Spin multiplicity: 2
Total charge: +2
HOMO-LUMO gap (alpha / beta): 5.92 / 6.21 eV
ΔE to the lowest compared entry with this formula, charge and spin: 1.599 eV
M: 362.28 g/mol
HOMO energy (alpha / beta): -18.11 / -18.65 eV
<S²>: 0.758

Computed, not measured: a single C3H8NP molecule in a non-equilibrium geometry, with wB97M-V/def2-TZVPD.

The geometry in XYZ format:
```
13
Properties=species:S:1:pos:R:3:mulliken_charge:R:1
C -1.79 1.13 0.04 -0.689
N -1.15 -0.09 -0.03 -0.180
H 1.57 -1.64 0.47 0.405
H -0.95 2.02 -0.07 0.254
C 0.08 -0.27 -0.12 0.340
H 0.72 -1.90 -1.08 0.229
H -2.51 1.07 -0.66 0.267
P 1.41 1.18 -0.05 -0.094
H 2.40 0.45 -0.92 0.040
H 2.10 0.52 0.91 0.005
H -0.15 -2.14 0.52 0.309
H -2.38 1.30 0.98 0.215
C 0.65 -1.62 -0.01 -1.101
```

Spin multiplicity: 3
HOMO-LUMO gap (alpha / beta): 5.89 / 7.62 eV
ΔE to the lowest compared entry with this formula, charge and spin: 2.086 eV
M: 89.08 g/mol
HOMO energy (alpha / beta): -4.79 / -9.92 eV
<S²>: 2.011

Computed, not measured: a 8-piece molecular cluster, C16H26Cl4N6 overall in a non-equilibrium geometry, with wB97M-V/def2-TZVPD.

The geometry in XYZ format:
```
52
Properties=species:S:1:pos:R:3:mulliken_charge:R:1
H -4.20 -6.09 -2.42 0.269
C 4.41 0.59 5.86 -0.726
C -2.56 5.88 -5.24 -0.676
H 5.35 0.17 6.21 0.265
H 3.85 5.16 -5.55 0.253
C 5.35 -3.08 0.09 -0.344
H 3.80 -0.22 5.45 0.249
H 4.74 1.25 5.06 0.248
C -7.45 -2.28 -2.25 0.322
H 4.34 4.04 -4.27 0.233
H -3.31 -6.38 -0.90 0.249
N -0.73 5.40 -3.41 -0.338
H -2.65 0.28 3.86 0.330
N -1.17 -0.95 -1.17 -0.312
C 5.50 -3.52 1.56 -0.467
N 3.14 2.04 7.67 -0.321
H 4.50 -3.55 2.00 0.307
C 4.66 4.88 -4.89 -0.685
N -4.89 -9.07 -1.22 -0.346
Cl -3.71 2.32 5.86 -0.183
H -1.47 1.84 5.20 0.270
C -1.53 5.62 -4.20 0.257
N 5.24 6.90 -3.29 -0.340
Cl -1.17 -1.04 4.98 -0.199
H -1.90 1.11 6.82 0.329
Cl 6.32 -5.19 1.71 -0.190
H -6.91 -0.30 -2.48 0.243
H 5.49 4.66 -5.56 0.268
C 0.60 0.76 -0.26 -0.721
C -2.23 1.33 5.80 -0.383
H -6.11 -1.25 -3.75 0.281
H -2.73 4.94 -5.77 0.246
H 4.82 -2.12 0.03 0.249
C -0.42 -0.19 -0.81 0.230
C -7.01 -1.17 -3.13 -0.799
H 6.27 -3.01 -0.49 0.297
H -2.27 6.65 -5.95 0.267
H -7.71 -0.77 -3.87 0.280
C 4.99 6.01 -3.98 0.270
Cl 4.33 -4.17 -0.75 -0.160
C -4.36 -8.07 -1.46 0.289
H 1.41 1.13 -0.90 0.280
H -2.72 -7.11 -2.32 0.250
H 0.97 0.41 0.71 0.257
C -2.48 0.14 4.93 -0.471
H -0.01 1.60 0.07 0.267
C -3.65 -6.82 -1.83 -0.712
H -3.36 -0.35 5.34 0.306
C 3.71 1.44 6.89 0.287
H -3.45 6.21 -4.70 0.245
H 6.09 -2.95 2.27 0.307
N -7.74 -3.12 -1.53 -0.327
```

HOMO-LUMO gap: 10.70 eV
ΔE to the lowest compared entry with this formula, charge and spin: 2.127 eV
M: 444.24 g/mol
HOMO energy: -10.97 eV
SMILES: ClCCCl.ClCCCl.CC#N.CC#N.CC#N.CC#N.CC#N.CC#N

Computed, not measured: a 2-piece molecular cluster, C3H13N3O overall in a non-equilibrium geometry, with wB97M-V/def2-TZVPD.

The geometry in XYZ format:
```
20
Properties=species:S:1:pos:R:3:mulliken_charge:R:1
H -1.73 -1.58 0.83 0.301
H 0.43 0.85 2.32 0.255
N -0.14 -2.55 -0.32 -0.629
N -0.02 -0.39 0.61 -0.164
H -1.03 0.09 -2.96 0.282
C -0.65 -1.71 0.80 -0.484
H -0.27 2.96 1.00 0.356
H -0.26 -2.22 1.81 0.238
C -0.25 0.75 1.44 -0.515
O -0.28 -0.20 -2.55 -0.674
H -1.29 0.72 1.85 0.283
H 1.85 1.32 -0.29 0.151
H 0.63 -2.10 -0.90 0.284
N 1.32 2.12 0.03 -0.390
H -0.63 1.80 -0.35 0.231
H 1.00 -0.55 0.51 0.213
H -0.21 0.10 -1.63 0.357
H -0.91 -2.73 -1.06 0.275
H 1.85 2.91 0.37 0.185
C 0.00 1.93 0.52 -0.555
```

HOMO-LUMO gap: 9.78 eV
ΔE to the lowest compared entry with this formula, charge and spin: 1.945 eV
M: 107.16 g/mol
HOMO energy: -8.78 eV
SMILES: NCCNCN.O

Which of these has the lowest M?
C3H8NP

M of number 1 (C7H12N2O)?
140.19 g/mol